# 1
This record from OMol25 describes the molecule C6H11NO3S. The level of theory is wB97M-V/def2-TZVPD.

Geometry as XYZ:
```
22
Properties=species:S:1:pos:R:3:forces:R:3
O 2.727727 1.128864 1.324748 -0.3 -0.9 0.3
S 2.609975 1.850961 0.109662 2.0 1.8 1.1
O 3.830696 2.101707 -0.606873 -0.9 -0.1 -0.7
O 2.064974 3.267378 0.620152 -1.0 -1.4 1.1
C 1.322191 1.215246 -0.829394 -1.0 -0.9 0.3
C 1.509465 -0.211402 -1.218771 2.6 -1.7 0.6
C 0.480497 0.038799 -0.179692 -0.4 -1.6 -1.1
C -0.875487 -0.158078 -0.842565 -1.4 0.1 2.4
C -1.762297 -1.008317 0.282771 0.9 0.0 -1.8
N -1.022925 -0.882224 1.501908 -1.4 -2.3 -0.7
C 0.313632 -0.874283 1.227882 3.3 3.6 -0.1
H 2.225155 4.031163 0.108522 0.6 1.1 -1.4
H 0.867083 1.852385 -1.609159 0.2 -0.1 0.9
H 1.174677 -0.463145 -2.222024 0.2 -0.1 0.2
H 2.471748 -0.763987 -0.893577 -1.5 1.2 -0.6
H -1.312957 0.803982 -1.078587 -0.6 0.2 0.2
H -0.763507 -0.666882 -1.761024 -0.2 -0.8 -0.9
H -2.744641 -0.527448 0.408397 0.1 -0.8 -0.3
H -1.744688 -2.127443 0.025422 -0.6 1.7 0.0
H -1.272518 -0.118516 1.998561 -1.1 2.9 1.8
H 0.645628 -1.873142 1.048362 0.8 -0.5 -0.5
H 0.881757 -0.331493 2.051322 -0.4 -1.2 -1.0
```
Forces are in eV/Å.

Its SMILES is O=S(=O)(O)[C@H]1C[C@]12CCNC2. Its total charge is 0. The HOMO energy comes out at -9.2 eV. The value obtained for the relative energy (zero: lowest compared OMol25 entry of this formula, charge and spin) is 324.12 kJ/mol. Its LUMO energy is 0.0179 hartree. The max |F| comes out at 4.901 eV/A.

natural (NBO) population analysis, charges in e, atoms 1 to 6:
1 O -0.936
2 S 2.402
3 O -0.930
4 O -0.904
5 C -0.564
6 C -0.404

# 2
This record from OMol25 describes a 3-piece molecular cluster, CH8O2S2 overall. The level of theory is wB97M-V/def2-TZVPD.

Geometry as XYZ:
```
13
Properties=species:S:1:pos:R:3:forces:R:3
C -1.553853 -1.498404 -0.034541 1.1 1.2 -0.4
S -2.005303 0.286636 -0.177730 -1.7 -1.1 0.6
S -0.067352 1.646577 -0.297665 1.6 1.0 -0.5
H -1.582127 -1.855808 -1.051923 0.0 -0.7 -0.2
H -2.178659 -2.067816 0.625250 -0.6 -0.2 0.3
H -0.521419 -1.550219 0.349897 -0.5 0.0 -0.3
H 0.580272 1.096254 0.727293 -0.1 -0.1 0.2
H 4.088680 -1.060741 -1.298521 -0.1 0.1 -0.2
H 2.925731 -0.043090 -1.047767 0.0 -0.1 0.1
O 3.488320 -0.716717 -0.635135 0.0 0.0 0.2
H 2.115555 -1.432664 0.717862 0.1 0.3 -0.5
H 1.669563 -1.521235 2.132631 -0.2 0.1 0.2
O 1.386900 -1.159331 1.287378 0.4 -0.4 0.5
```
Forces are in eV/Å.

Its total charge is -1. The HOMO energy (alpha / beta) comes out at -0.6 / -2.7 eV. As for the multiplicity: 2. The value obtained for the relative energy (zero: lowest compared OMol25 entry of this formula, charge and spin) is 15.52 kJ/mol. Its LUMO energy (alpha / beta) is 0.1132 / 0.1111 hartree. The max |F| comes out at 2.142 eV/A.

natural (NBO) population analysis, charges in e, atoms 1 to 6:
1 C -0.764
2 S -0.317
3 S -0.629
4 H 0.185
5 H 0.185
6 H 0.231

# 3
This record from OMol25 describes the molecule C3H5NO3. The level of theory is wB97M-V/def2-TZVPD.

Geometry as XYZ:
```
12
Properties=species:S:1:pos:R:3:forces:R:3
C -0.078614 -1.094188 -0.500964 -1.6 2.4 -3.0
C 0.855703 0.112993 -0.504937 -1.8 1.7 4.8
N 2.227044 -0.110490 -0.037547 0.5 0.6 -0.9
O 2.933860 0.873494 -0.031351 0.9 0.2 0.0
O 2.574240 -1.221938 0.309617 -0.5 -0.1 -0.1
C 0.485796 1.654457 0.491443 -2.2 -4.5 -3.0
O 0.499230 1.377209 -0.933481 1.2 0.2 0.1
H -1.143493 -0.678672 -0.311878 1.8 -0.9 -0.1
H 0.176123 -1.956842 0.064144 0.4 -0.2 0.7
H -0.067949 -1.381132 -1.604512 -0.3 -0.1 1.2
H -0.548886 1.576789 0.846159 0.7 0.2 0.2
H 1.282997 2.120602 0.991092 1.0 0.6 0.1
```
Forces are in eV/Å.

Its SMILES is C[C@]1([N+](=O)[O-])CO1. Its total charge is 0. The HOMO energy comes out at -9.6 eV. The value obtained for the relative energy (zero: lowest compared OMol25 entry of this formula, charge and spin) is 690.96 kJ/mol. Its LUMO energy is -0.0172 hartree. The max |F| comes out at 5.811 eV/A.

natural (NBO) population analysis, charges in e, atoms 1 to 6:
1 C -0.673
2 C 0.359
3 N 0.485
4 O -0.400
5 O -0.384
6 C -0.045

# 4
This record from OMol25 describes a 8-piece molecular cluster, C46H48F7N3PS overall. The level of theory is wB97M-V/def2-TZVPD.

Geometry as XYZ:
```
106
Properties=species:S:1:pos:R:3:forces:R:3
N 2.383654 -1.823123 -0.311121 0.1 0.0 -0.4
C 2.066246 -0.672588 -1.084253 0.0 -0.1 0.2
C 1.799590 0.546314 -0.216478 0.0 0.0 0.0
N 1.147439 1.631098 -0.934179 -0.2 -0.2 0.1
C -0.125906 1.319006 -1.590266 0.1 0.0 0.2
C -0.399370 -0.174218 -1.699936 0.1 -0.1 -0.1
P -1.239339 -1.056125 -0.314251 0.0 0.0 0.1
S -1.329314 -2.945680 -0.692618 0.2 -0.1 -0.1
N 0.851988 -0.923851 -2.026039 0.0 0.0 -0.5
H 3.021640 -2.418071 -0.824897 -0.1 -0.2 0.2
H 1.585659 -2.378053 -0.018356 0.0 0.2 0.2
H 2.885251 -0.474092 -1.771176 0.0 0.1 0.0
H 2.785733 0.887230 0.088627 0.0 0.1 0.1
H 1.298800 0.235552 0.707978 -0.1 -0.1 0.0
H 1.007829 2.390454 -0.277453 0.3 0.1 -0.2
H -0.126798 1.736688 -2.600318 0.0 0.0 0.0
H -0.975262 1.774354 -1.071478 0.0 0.0 0.0
H -1.075632 -0.366200 -2.535630 -0.1 0.1 0.0
H -2.420752 -0.308624 -0.198961 -0.1 0.0 0.0
H -0.534898 -0.688491 0.839324 -0.1 0.1 0.1
H 1.125533 -0.702169 -2.985141 0.0 0.0 0.1
H 0.629509 -1.933098 -2.010973 0.0 0.0 0.1
F -7.314850 -4.398114 3.038888 0.0 0.0 0.0
C -6.674438 -3.825058 1.998274 0.0 0.0 0.0
C -5.294538 -3.803079 2.000962 0.0 0.0 0.0
C -4.649209 -3.211474 0.923325 0.0 0.1 0.0
C -5.379311 -2.659421 -0.120020 0.0 0.0 0.0
C -6.766452 -2.694556 -0.089891 0.0 0.0 0.0
C -7.428830 -3.283052 0.976404 0.0 0.0 0.0
H -4.751313 -4.239713 2.827543 0.0 0.0 0.0
H -3.568672 -3.175571 0.893683 0.0 -0.1 0.1
H -4.869290 -2.206042 -0.961118 0.0 0.0 0.0
H -7.340409 -2.260869 -0.898417 0.0 0.0 0.0
H -8.508740 -3.323218 1.016061 0.0 0.0 0.0
F -7.989285 -0.119090 -2.499377 0.0 0.0 0.0
C -9.315693 -0.009619 -2.238024 0.0 0.0 0.0
C -9.847752 1.244276 -2.023223 0.0 0.0 0.0
C -11.205016 1.341504 -1.749561 0.0 0.0 0.0
C -11.996357 0.202740 -1.691165 0.0 0.0 0.0
C -11.429140 -1.044669 -1.910729 0.0 0.0 0.0
C -10.074615 -1.160043 -2.190485 0.0 -0.1 0.0
H -9.210524 2.116542 -2.070060 0.0 0.0 0.0
H -11.643596 2.315878 -1.579609 0.0 0.0 0.0
H -13.052102 0.286992 -1.473407 0.0 0.0 0.0
H -12.039594 -1.936402 -1.861086 0.0 0.0 0.0
H -9.613259 -2.122179 -2.369077 0.0 0.0 0.0
F 2.191780 2.856638 1.566788 -0.1 0.0 0.0
C 3.378213 3.510474 1.762205 0.0 0.0 0.0
C 4.496529 2.756112 2.041210 0.0 0.0 0.0
C 5.702221 3.420948 2.229854 -0.1 0.0 0.0
C 5.750000 4.805692 2.146625 0.0 0.0 0.0
C 4.601471 5.534106 1.868528 0.0 0.0 0.0
C 3.391179 4.884008 1.666686 0.0 0.0 0.0
H 4.423930 1.679288 2.119121 0.0 0.0 0.0
H 6.597164 2.854485 2.443717 0.0 0.0 0.0
H 6.686441 5.325008 2.300892 0.0 0.0 0.0
H 4.641251 6.611466 1.804049 0.0 0.0 0.0
H 2.482493 5.425775 1.443369 0.0 0.0 0.0
F 4.978291 7.778573 -0.297799 0.0 0.1 0.0
C 5.829262 7.615646 -1.338126 0.0 0.0 0.1
C 6.051947 6.336779 -1.806002 0.0 0.0 0.0
C 6.930894 6.173709 -2.867958 0.0 0.0 0.0
C 7.562380 7.272177 -3.434474 0.0 0.0 0.0
C 7.315785 8.544310 -2.936771 0.0 0.0 0.0
C 6.440708 8.728789 -1.875236 0.0 0.0 0.0
H 5.551143 5.499592 -1.338439 0.0 0.0 0.0
H 7.123657 5.180508 -3.252189 0.0 0.0 0.0
H 8.246692 7.137623 -4.260928 0.0 0.0 0.0
H 7.807932 9.402648 -3.374419 0.0 0.0 0.0
H 6.230924 9.708640 -1.469443 0.0 0.0 0.0
F 3.202650 -3.479484 -2.653236 0.0 0.0 0.0
C 4.086175 -4.528920 -2.548069 -0.1 0.1 0.0
C 5.432382 -4.252291 -2.619333 0.0 0.0 0.0
C 6.314824 -5.318457 -2.503285 0.0 0.0 0.0
C 5.837551 -6.609067 -2.324527 0.0 0.0 0.0
C 4.471211 -6.843935 -2.260146 0.0 0.0 0.0
C 3.570803 -5.792700 -2.372072 0.0 0.0 0.0
H 5.778189 -3.238414 -2.766756 0.0 0.0 0.0
H 7.379383 -5.134748 -2.555335 0.0 0.0 0.0
H 6.531406 -7.433518 -2.237207 0.0 0.0 0.0
H 4.098320 -7.850010 -2.124152 0.0 0.0 0.0
H 2.501781 -5.948199 -2.327389 0.0 0.0 0.0
F -11.902543 -3.456094 1.565353 0.0 0.0 0.0
C -11.841764 -4.599414 2.287336 0.0 0.0 -0.1
C -12.993924 -5.338120 2.459668 0.0 0.0 0.0
C -12.913038 -6.512347 3.195631 0.0 0.0 0.0
C -11.703541 -6.923684 3.738807 0.0 0.0 0.0
C -10.563345 -6.155478 3.547456 0.0 0.0 0.0
C -10.625176 -4.978649 2.815036 0.0 0.0 0.0
H -13.924038 -4.996242 2.027396 0.0 0.0 0.0
H -13.803911 -7.108523 3.343133 0.0 0.0 0.0
H -11.650955 -7.839803 4.311163 0.0 0.0 0.0
H -9.616942 -6.466394 3.970230 0.0 0.0 0.0
H -9.751791 -4.362878 2.661772 0.0 0.0 0.0
F 8.707313 2.194660 2.344463 0.1 0.0 0.0
C 9.918783 2.788703 2.498919 -0.1 -0.1 0.0
C 11.000523 1.998115 2.823928 0.0 0.0 0.0
C 12.234718 2.613331 2.980751 0.0 0.0 0.0
C 12.364414 3.985110 2.812871 0.0 0.0 0.0
C 11.254172 4.749812 2.484147 0.0 0.0 0.0
C 10.011403 4.152642 2.322207 0.0 0.0 0.0
H 10.871524 0.932518 2.952762 0.0 0.0 0.0
H 13.098447 2.014085 3.236389 0.0 0.0 0.0
H 13.329176 4.457129 2.937901 0.0 0.0 0.0
H 11.351066 5.819239 2.351875 0.0 0.0 0.0
H 9.133851 4.726951 2.058759 0.0 0.0 0.0
```
Forces are in eV/Å.

Its total charge is +1. The HOMO energy comes out at -10.3 eV. Its LUMO energy is -0.0986 hartree. The max |F| comes out at 0.482 eV/A.

Löwdin population analysis, charges in e, atoms 1 to 6:
1 N 0.103
2 C -0.314
3 C -0.192
4 N -0.024
5 C -0.189
6 C -0.441

# 5
This record from OMol25 describes C27H21BBrF4N5O2Ti as an isolated structure. The level of theory is wB97M-V/def2-TZVPD.

Geometry as XYZ:
```
62
Properties=species:S:1:pos:R:3:forces:R:3
Ti 0.150415 0.034494 0.059131 -0.9 0.1 0.2
N -2.109768 2.586693 2.869221 0.1 0.0 0.2
C -1.733900 1.937196 1.787552 0.0 0.0 -0.1
N -0.606182 1.275617 1.690935 0.6 -0.3 0.2
C 0.311615 1.339906 2.750167 -0.3 0.3 0.1
N 1.540401 0.990361 2.569367 0.1 -0.2 -0.4
N 1.733013 0.570094 1.263477 0.1 0.2 0.4
C 2.920800 0.431388 0.825920 0.3 -0.1 -0.2
C 3.050260 -0.008091 -0.563913 -0.1 0.0 0.2
C 4.257836 -0.116085 -1.208650 0.2 0.0 -0.1
C 4.264839 -0.533917 -2.537553 0.1 0.0 0.0
C 3.064837 -0.818209 -3.159996 0.0 0.0 0.0
C 1.885846 -0.686241 -2.441029 0.0 0.1 0.0
N 1.876492 -0.294204 -1.168646 0.1 -0.2 0.3
C -0.127590 1.897505 4.018816 0.2 -0.1 -0.1
C 0.647061 1.833548 5.180761 0.0 0.0 0.0
C 0.192507 2.429789 6.335625 0.0 0.0 0.0
C -1.028486 3.111568 6.343049 0.0 0.0 0.0
C -1.805498 3.184841 5.205313 0.0 0.0 0.0
C -1.348252 2.560733 4.053501 -0.2 0.1 -0.1
H -2.987945 3.085720 2.861033 0.0 0.0 0.0
H -2.399297 1.967266 0.933599 0.0 0.0 0.0
H 3.780398 0.627106 1.459188 0.0 0.0 0.0
H 5.174429 0.129838 -0.689457 0.0 0.0 0.0
H 5.199190 -0.632224 -3.073890 0.0 0.0 0.0
H 3.026807 -1.146902 -4.188806 0.0 0.0 0.0
H 0.929288 -0.901440 -2.896394 0.0 0.0 0.0
H 1.592491 1.309938 5.153895 0.0 0.0 0.0
H 0.782446 2.375967 7.239856 0.0 0.0 0.0
H -1.372350 3.587407 7.251546 0.0 0.0 0.0
H -2.752605 3.710612 5.210550 0.0 0.0 0.0
C -1.574153 -1.256887 -1.574869 -0.1 0.1 0.0
C -2.335927 -0.463501 -0.699714 -0.2 0.0 -0.2
C -2.901631 -1.032327 0.433688 0.0 -0.1 0.1
C -2.731857 -2.389755 0.691504 0.0 0.0 0.0
C -1.996762 -3.176722 -0.180665 0.0 0.0 0.0
C -1.411568 -2.612790 -1.311994 0.1 -0.1 0.0
H -1.273409 -0.835443 -2.527550 0.1 0.0 0.0
H -2.597527 0.541951 -1.005907 0.1 0.1 0.0
H -3.515397 -0.436219 1.097453 0.0 0.0 0.0
H -3.185226 -2.833616 1.567767 0.0 0.0 0.0
H -1.893135 -4.237682 0.003487 0.0 0.0 0.0
H -0.872374 -3.242458 -2.008311 0.0 0.0 0.0
F -0.064791 -1.358544 1.129953 0.1 -0.4 0.1
B 1.692545 -3.980522 0.623337 0.1 -0.2 0.0
F 2.029793 -2.783233 0.151026 0.1 -0.1 0.0
F 2.161354 -4.372476 1.780231 -0.1 0.1 -0.1
F 0.910113 -4.747797 -0.107855 0.0 0.1 0.1
Br 3.669136 4.210272 -5.206151 0.0 0.0 -0.1
C 3.001606 3.880511 -3.482870 0.0 0.0 0.0
C 3.777052 4.182900 -2.372743 0.0 0.0 0.1
C 3.277002 3.946427 -1.096517 0.0 0.0 -0.1
C 2.029579 3.367018 -0.932903 0.0 0.0 0.0
C 1.265256 3.064203 -2.057459 0.1 0.0 0.0
C 1.734953 3.336989 -3.336779 0.0 0.1 0.0
C -0.064608 2.426343 -1.949172 -0.2 -0.4 0.2
O -1.018480 2.601702 -2.633391 -0.1 0.0 -0.1
O -0.111778 1.453358 -0.943981 0.0 1.1 -0.8
H 4.763779 4.605284 -2.506101 0.0 0.0 0.0
H 3.864767 4.229497 -0.232824 0.0 0.0 0.0
H 1.632043 3.199598 0.059962 0.0 0.0 0.0
H 1.117504 3.128685 -4.200691 0.0 0.0 0.0
```
Forces are in eV/Å.

Its total charge is +2. The HOMO energy comes out at -13.9 eV. The value obtained for the relative energy (zero: lowest compared OMol25 entry of this formula, charge and spin) is 31.40 kJ/mol. Its LUMO energy is -0.2740 hartree. The max |F| comes out at 1.365 eV/A.

natural (NBO) population analysis, charges in e, atoms 1 to 6:
1 Ti 1.858
2 N -0.504
3 C 0.378
4 N -0.600
5 C 0.452
6 N -0.301

# 6
This record from OMol25 describes an isolated ion of composition C7H9O2S and charge -1. The level of theory is wB97M-V/def2-TZVPD.

Geometry as XYZ:
```
19
Properties=species:S:1:pos:R:3:forces:R:3
C -1.062721 1.878169 0.081990 2.5 3.5 2.3
C 0.346943 1.433851 -0.011238 0.4 0.0 -1.8
C -2.050005 1.056672 0.237434 -1.6 -2.6 -0.2
C 0.352228 0.079702 -0.701298 2.9 0.8 -2.7
C -0.189572 -0.966867 0.110374 -2.8 -0.5 -0.2
C 1.801223 -0.278788 -1.225333 -1.9 -2.1 1.7
C 0.304263 -1.041436 1.508062 -1.0 -0.1 0.7
O 1.365274 2.080487 0.251191 -1.7 -0.5 0.2
O -3.055857 0.437841 0.279692 0.3 1.0 0.3
S -1.442667 -2.000815 -0.586031 -0.3 1.3 0.6
H -1.065399 2.866882 0.627064 -0.6 -0.8 -0.9
H -0.154658 0.141126 -1.689906 -0.4 0.4 0.9
H 1.545469 -1.211932 -1.735302 0.6 -0.1 -0.1
H 2.394875 -0.500672 -0.358073 0.6 -0.3 0.3
H 2.345153 0.331853 -1.855717 0.8 1.8 -1.3
H 0.122962 -2.075164 1.845031 0.8 0.3 0.2
H -0.248489 -0.412525 2.283080 0.4 -0.2 -0.7
H 1.345956 -0.673358 1.498386 -0.2 -0.6 0.5
H -2.654987 -1.145022 -0.559407 1.2 -1.4 0.1
```
Forces are in eV/Å.

Its total charge is -1. The HOMO energy comes out at -2.1 eV. The value obtained for the relative energy (zero: lowest compared OMol25 entry of this formula, charge and spin) is 336.80 kJ/mol. Its LUMO energy is 0.1318 hartree. The max |F| comes out at 4.891 eV/A.

natural (NBO) population analysis, charges in e, atoms 1 to 6:
1 C -0.673
2 C 0.602
3 C 0.695
4 C -0.366
5 C -0.427
6 C -0.612

no.,total energy (hartree)
1,-913.78202
2,-989.73124
3,-397.57352
4,-3384.27755
5,-5313.38487
6,-820.72515